1.
C6H7NS | ωB97M-V/def2-TZVPD

Each line ends with the Löwdin charge.
Atoms and positions in Å:
C1 2.341 1.865 -0.028  -0.07
C2 1.375 0.730 0.067  -0.25
C3 1.782 -0.538 0.584  -0.11
C4 -0.289 -1.470 0.404  -0.15
C5 -0.827 -0.305 -0.200  -0.64
C6 0.065 0.734 -0.397  -0.09
H1 3.401 1.501 -0.093  0.09
H2 2.301 2.664 0.790  0.10
H3 2.127 2.447 -0.935  0.07
H4 2.795 -0.736 0.838  0.10
H5 -0.938 -2.379 0.527  0.12
H6 -3.061 0.146 0.719  -0.13
H7 -0.240 1.682 -0.897  0.12
N1 1.024 -1.604 0.642  0.05
S1 -2.514 -0.012 -0.502  0.77

The value obtained for the HOMO energy is -9.19 eV. For the frontier orbital gap, the calculation gives 9.7735 eV. For the max |F|, the calculation gives 0.0474 Eh/bohr. The total charge is 0. The value obtained for the molar mass is 125.20 g mol⁻¹.

=====

2.
C6H7O4 | ωB97M-V/def2-TZVPD

Each line ends with the Löwdin charge.
Atoms and positions in Å:
H1 1.809 -0.414 -2.117  0.05
C1 0.677 -0.927 -2.133  -0.17
O1 0.391 -1.302 -3.304  0.09
C2 -0.047 -1.026 -0.911  -0.03
C3 0.407 -0.369 0.180  0.00
C4 -0.251 -0.338 1.454  -0.21
C5 -1.354 0.453 1.911  -0.23
O2 -0.020 0.963 2.207  0.03
C6 -1.939 1.426 0.938  -0.19
O3 -2.574 2.392 1.259  0.10
H2 -0.985 -1.593 -0.933  0.14
H3 1.326 0.229 0.040  0.12
H4 -0.222 -1.175 2.128  0.15
H5 -2.038 -0.053 2.626  0.17
H6 -1.477 1.137 -0.050  0.14
O4 2.685 0.221 -1.435  -0.23
H7 3.611 0.375 -1.860  0.07

The value obtained for the HOMO energy (alpha / beta) is -9.75 / -10.22 eV. For the frontier orbital gap (alpha / beta), the calculation gives 8.5950 / 8.2268 eV. As for the spin multiplicity: 2. For the max |F|, the calculation gives 0.1309 Eh/bohr. The total charge is 0. The value obtained for the molar mass is 143.12 g mol⁻¹.

=====

3.
C6H7PS | ωB97M-V/def2-TZVPD

Each line ends with the Löwdin charge.
Atoms and positions in Å:
C1 -3.441 -0.309 0.655  0.14
C2 -2.436 -0.038 0.020  -0.18
C3 -0.368 -0.583 -0.934  -0.18
C4 -1.166 0.315 -0.466  -0.73
C5 1.153 -0.237 -1.299  -0.36
C6 1.744 0.352 1.327  -0.30
P1 1.493 1.356 -0.304  0.66
S1 -0.558 1.906 -0.012  0.63
H1 -4.280 -0.658 1.199  0.02
H2 -0.662 -1.618 -1.222  0.13
H3 1.712 -1.021 -1.015  0.00
H4 1.356 -0.181 -2.487  0.12
H5 2.634 -0.188 1.096  0.01
H6 0.781 -0.136 1.369  0.02
H7 2.036 1.040 2.073  0.01

The value obtained for the HOMO energy is -8.50 eV. For the frontier orbital gap, the calculation gives 9.2675 eV. For the max |F|, the calculation gives 0.1095 Eh/bohr. The total charge is 0. The value obtained for the molar mass is 142.16 g mol⁻¹.

=====

4.
C6H7PS4 | ωB97M-V/def2-TZVPD

Each line ends with the Löwdin charge.
Atoms and positions in Å:
C1 -2.807 0.020 0.345  -0.10
C2 -1.856 -0.779 0.924  -0.10
C3 -2.455 1.140 -0.332  -0.08
C4 -0.495 -0.564 0.765  -0.14
C5 -1.111 1.331 -0.607  -0.08
C6 -0.147 0.514 -0.004  -0.49
P1 1.613 0.701 -0.423  0.09
S1 2.033 2.184 -1.490  0.29
S2 2.096 -2.224 -1.422  0.16
S3 4.176 -0.522 1.305  0.23
S4 2.574 0.711 1.484  0.12
H1 -3.907 -0.228 0.768  0.16
H2 -2.183 -1.756 1.395  0.13
H3 -3.098 1.718 -0.859  0.08
H4 0.384 -1.262 1.090  0.12
H5 -0.723 2.238 -1.100  0.08
H6 2.532 -1.646 -2.640  -0.25
H7 3.375 -1.579 0.800  -0.22

The value obtained for the HOMO energy (alpha / beta) is -8.83 / -8.88 eV. For the frontier orbital gap (alpha / beta), the calculation gives 6.3307 / 6.3904 eV. For the max |F|, the calculation gives 0.0907 Eh/bohr. The total charge is 0. The value obtained for the molar mass is 238.36 g mol⁻¹.

=====

5.
C6H8 | ωB97M-V/def2-TZVPD

Each line ends with the Löwdin charge.
Atoms and positions in Å:
C1 0.931 -0.569 0.696  -0.13
C2 -0.587 -0.540 0.821  -0.19
C3 -1.105 0.668 0.051  -0.32
C4 -0.153 1.751 -0.403  0.10
C5 0.762 -0.234 -0.801  -0.12
C6 -0.737 -0.572 -0.688  -0.18
H1 1.313 -1.590 0.800  0.11
H2 1.531 0.106 1.317  0.10
H3 -1.185 -1.058 1.564  0.13
H4 -2.146 0.950 0.192  0.13
H5 0.797 0.909 -1.123  0.07
H6 0.499 2.050 0.443  0.03
H7 1.435 -0.692 -1.531  0.13
H8 -1.355 -1.180 -1.338  0.13

The value obtained for the HOMO energy is -8.13 eV. For the frontier orbital gap, the calculation gives 8.5652 eV. For the max |F|, the calculation gives 0.0054 Eh/bohr. The total charge is 0. The value obtained for the molar mass is 80.13 g mol⁻¹.

=====

6.
C6H8 | ωB97M-V/def2-TZVPD

Each line ends with the Löwdin charge.
Atoms and positions in Å:
C1 -1.041 -0.381 0.668  -0.13
C2 -0.370 0.956 0.342  -0.19
C3 1.141 0.822 0.081  -0.33
C4 2.029 -0.204 0.565  0.16
C5 -0.421 -0.990 -0.622  -0.14
C6 0.081 0.413 -0.967  -0.17
H1 -2.119 -0.281 0.531  0.11
H2 -0.871 -0.859 1.636  0.10
H3 -0.772 1.939 0.578  0.13
H4 1.604 1.751 -0.244  0.11
H5 0.384 -1.711 -0.499  0.09
H6 1.415 -0.911 1.174  0.00
H7 -1.132 -1.445 -1.305  0.10
H8 0.071 0.902 -1.937  0.14

The value obtained for the HOMO energy (alpha / beta) is -8.29 / -8.29 eV. For the frontier orbital gap (alpha / beta), the calculation gives 8.1842 / 8.1839 eV. For the max |F|, the calculation gives 0.0133 Eh/bohr. The total charge is 0. The value obtained for the molar mass is 80.13 g mol⁻¹.

=====

7.
C6H8 | ωB97M-V/def2-TZVPD

Each line ends with the Löwdin charge.
Atoms and positions in Å:
C1 -2.667 -0.447 0.600  0.10
C2 -1.492 -0.704 0.679  -0.16
C3 -0.050 -0.977 0.685  -0.22
C4 0.640 -0.667 -0.680  -0.20
C5 1.441 0.615 -0.590  -0.18
C6 0.814 1.690 -0.117  -0.01
H1 -3.704 -0.223 0.477  0.02
H2 0.419 -0.346 1.446  0.11
H3 0.124 -2.005 1.017  0.11
H4 1.149 -1.551 -1.088  0.11
H5 -0.111 -0.372 -1.417  0.11
H6 2.401 0.693 -1.101  0.09
H7 1.263 2.674 -0.124  0.05
H8 -0.229 1.620 0.213  0.07

The value obtained for the HOMO energy is -9.54 eV. For the frontier orbital gap, the calculation gives 10.6819 eV. For the max |F|, the calculation gives 0.0130 Eh/bohr. The total charge is 0. The value obtained for the molar mass is 80.13 g mol⁻¹.

=====

8.
C6H8 | ωB97M-V/def2-TZVPD

Each line ends with the Löwdin charge.
Atoms and positions in Å:
C1 1.089 -0.151 -0.756  0.10
C2 0.055 0.582 -0.339  -0.26
C3 -0.384 -1.452 1.143  -0.08
C4 -0.047 -1.622 -0.372  -0.11
C5 -0.960 -0.526 0.068  -0.24
C6 0.221 2.105 -0.308  -0.06
H1 2.125 -0.211 -0.974  0.06
H2 -0.964 -2.192 1.664  0.09
H3 0.389 -1.194 1.763  0.06
H4 -0.372 -2.460 -1.118  0.13
H5 -2.011 -0.441 0.073  0.11
H6 0.730 2.491 -1.166  0.06
H7 0.837 2.423 0.547  0.08
H8 -0.708 2.649 -0.226  0.06

The value obtained for the HOMO energy is -8.93 eV. For the frontier orbital gap, the calculation gives 10.1148 eV. For the max |F|, the calculation gives 0.1212 Eh/bohr. The total charge is 0. The value obtained for the molar mass is 80.13 g mol⁻¹.

=====

9.
C6H8 | ωB97M-V/def2-TZVPD

Each line ends with the Löwdin charge.
Atoms and positions in Å:
C1 -0.896 -1.093 -0.013  -0.07
C2 0.465 -0.730 0.370  -0.25
C3 0.134 -0.870 -1.168  -0.33
C4 -0.159 0.222 -2.050  0.14
C5 0.021 1.629 1.061  0.01
C6 0.860 0.623 0.835  -0.16
H1 -1.692 -0.360 0.063  0.10
H2 -1.228 -2.122 0.103  0.11
H3 1.092 -1.547 0.729  0.14
H4 0.513 -1.792 -1.608  0.10
H5 -0.492 1.069 -1.407  -0.01
H6 0.383 2.626 1.286  0.06
H7 -1.057 1.496 1.012  0.06
H8 1.935 0.799 0.869  0.11

The value obtained for the HOMO energy is -8.34 eV. For the frontier orbital gap, the calculation gives 8.3098 eV. For the max |F|, the calculation gives 0.0175 Eh/bohr. The total charge is 0. The value obtained for the molar mass is 80.13 g mol⁻¹.

=====

10.
C6H8 | ωB97M-V/def2-TZVPD

Each line ends with the Löwdin charge.
Atoms and positions in Å:
C1 0.620 -1.321 -0.962  -0.12
C2 1.532 -1.291 -0.025  0.13
C3 0.742 1.049 0.602  -0.10
C4 0.233 1.264 -0.829  -0.02
C5 0.181 -0.130 -0.118  -0.62
C6 -1.071 -0.575 0.610  -0.06
H1 -0.025 -2.099 -1.410  0.12
H2 -0.160 1.284 1.160  0.09
H3 1.712 1.233 1.085  0.12
H4 -0.710 1.714 -1.025  0.09
H5 1.114 1.301 -1.481  0.11
H6 -0.739 -1.181 1.392  0.07
H7 -1.647 -1.405 0.044  0.11
H8 -1.781 0.158 0.956  0.08

The value obtained for the HOMO energy is -9.31 eV. For the frontier orbital gap, the calculation gives 10.2928 eV. For the max |F|, the calculation gives 0.0665 Eh/bohr. The total charge is 0. The value obtained for the molar mass is 80.13 g mol⁻¹.

=====

11.
C6H8 | ωB97M-V/def2-TZVPD

Each line ends with the Löwdin charge.
Atoms and positions in Å:
C1 -0.021 -1.482 0.035  0.05
C2 0.679 -0.282 -0.017  -0.33
C3 -1.451 -1.000 0.035  -0.25
C4 -1.574 0.539 -0.028  -0.17
C5 -0.116 0.870 0.051  0.01
C6 2.241 -0.243 0.050  -0.07
H1 -1.906 -1.623 -0.806  0.13
H2 -1.866 -1.213 0.977  0.09
H3 -1.707 1.102 -0.974  0.13
H4 -2.330 0.861 0.668  0.11
H5 0.216 1.895 0.214  0.12
H6 2.683 -0.142 -0.938  0.06
H7 2.664 -1.102 0.565  0.07
H8 2.579 0.797 0.311  0.08

The value obtained for the HOMO energy is -8.15 eV. For the frontier orbital gap, the calculation gives 7.7680 eV. For the max |F|, the calculation gives 0.0723 Eh/bohr. The total charge is 0. The value obtained for the molar mass is 80.13 g mol⁻¹.

=====

12.
C6H8 | ωB97M-V/def2-TZVPD

Each line ends with the Löwdin charge.
Atoms and positions in Å:
C1 2.926 0.431 -0.697  0.00
C2 1.649 0.501 -0.259  -0.25
C3 0.311 0.157 -0.556  0.07
C4 -0.618 -0.313 0.438  -0.32
C5 -2.023 0.342 0.393  -0.12
C6 -1.870 -1.020 -0.125  -0.13
H1 1.756 1.100 0.647  0.11
H2 3.599 1.217 -0.358  0.05
H3 3.375 -0.389 -1.242  0.05
H4 -0.324 -0.647 1.437  0.13
H5 -2.497 0.481 1.362  0.10
H6 -2.155 1.159 -0.307  0.10
H7 -2.243 -1.852 0.466  0.10
H8 -1.886 -1.167 -1.199  0.10

The value obtained for the HOMO energy (alpha / beta) is -7.70 / -7.69 eV. For the frontier orbital gap (alpha / beta), the calculation gives 7.4197 / 7.4179 eV. For the max |F|, the calculation gives 0.0228 Eh/bohr. The total charge is 0. The value obtained for the molar mass is 80.13 g mol⁻¹.

=====

13.
C6H8 | ωB97M-V/def2-TZVPD

Each line ends with the Löwdin charge.
Atoms and positions in Å:
C1 0.441 -0.644 -1.935  0.08
C2 1.251 -0.295 -1.110  -0.24
C3 -1.806 0.123 1.048  -0.17
C4 -2.173 1.365 0.817  -0.05
C5 -1.160 -1.045 1.137  -0.02
C6 2.461 0.175 -0.389  -0.10
H1 -0.522 -0.881 -2.324  0.03
H2 -1.951 2.201 1.536  0.07
H3 -2.751 1.510 -0.129  0.06
H4 -1.639 -1.984 1.638  0.09
H5 -0.278 -1.254 0.569  0.00
H6 3.226 0.236 -1.206  0.09
H7 2.683 -0.679 0.202  0.05
H8 2.217 1.173 0.146  0.11

The value obtained for the HOMO energy (alpha / beta) is -4.87 / -9.35 eV. For the frontier orbital gap (alpha / beta), the calculation gives 5.8060 / 6.9291 eV. As for the spin multiplicity: 3. For the max |F|, the calculation gives 0.0758 Eh/bohr. The total charge is 0. The value obtained for the molar mass is 80.13 g mol⁻¹.

=====

14.
C6H8 | ωB97M-V/def2-TZVPD

Each line ends with the Löwdin charge.
Atoms and positions in Å:
C1 -0.323 -0.588 -2.599  0.05
C2 0.024 -0.874 0.731  -0.10
C3 0.738 0.165 -2.655  -0.16
C4 0.373 -0.004 1.650  -0.14
C5 -0.569 -1.470 -0.237  0.03
C6 -0.513 1.214 1.922  -0.08
H1 1.075 0.531 -3.603  0.02
H2 1.576 0.152 -1.856  0.08
H3 1.221 -0.234 2.343  0.11
H4 -0.551 -1.133 -1.410  -0.06
H5 -1.086 -2.321 -0.266  0.03
H6 -0.615 1.340 3.017  0.08
H7 -1.325 1.046 1.276  0.05
H8 -0.025 2.175 1.688  0.08

The value obtained for the HOMO energy (alpha / beta) is -7.06 / -9.41 eV. For the frontier orbital gap (alpha / beta), the calculation gives 8.1245 / 7.2631 eV. As for the spin multiplicity: 3. For the max |F|, the calculation gives 0.0795 Eh/bohr. The total charge is 0. The value obtained for the molar mass is 80.13 g mol⁻¹.